Record 1
{"formula": "C51H32BrCl6GdN5", "method": "ωB97M-V/def2-TZVPD", "homo_lumo_gap_ev": [4.7244, 5.1436], "multiplicity": 8, "charge": 1, "elements": ["Gd", "Cl", "C", "C", "C", "C", "C", "C", "C", "C", "C", "C", "C", "C", "C", "C", "C", "C", "Cl", "C", "C", "C", "N", "C", "C", "C", "C", "C", "C", "Cl", "C", "C", "C", "C", "C", "C", "N", "C", "C", "C", "C", "C", "N", "C", "C", "C", "C", "Cl", "C", "C", "C", "C", "N", "H", "H", "H", "H", "H", "H", "H", "H", "H", "H", "H", "H", "H", "H", "H", "H", "H", "H", "H", "H", "H", "H", "H", "H", "C", "C", "C", "C", "C", "Br", "N", "C", "H", "H", "H", "H", "H", "H", "Cl", "C", "Cl", "H", "H"], "xyz": [[0.896, -0.060, 0.030], [-1.986, 6.898, 5.757], [-1.773, 5.578, 4.586], [-2.891, 4.981, 3.991], [-2.686, 3.898, 3.134], [-1.396, 3.454, 2.888], [-0.295, 4.091, 3.484], [-0.513, 5.072, 4.394], [-1.012, 2.288, 2.056], [-0.450, 1.176, 2.746], [-0.282, 0.935, 4.163], [0.084, -0.339, 4.408], [0.299, -0.963, 3.065], [0.538, -2.293, 2.794], [0.504, -3.291, 3.934], [-0.732, -3.441, 4.569], [-0.872, -4.371, 5.576], [0.310, -5.050, 6.009], [0.148, -6.262, 7.229], [1.548, -4.770, 5.454], [1.637, -3.950, 4.330], [0.171, -2.821, 1.557], [0.009, -2.119, 0.390], [-0.725, -2.963, -0.508], [-0.894, -2.701, -1.813], [-1.711, -3.554, -2.692], [-3.028, -3.950, -2.299], [-3.801, -4.733, -3.135], [-3.266, -5.171, -4.337], [-4.308, -6.014, -5.399], [-1.982, -4.728, -4.709], [-1.205, -3.971, -3.883], [-0.063, -1.637, -2.407], [1.413, -1.852, -2.469], [1.477, -1.369, -3.689], [-0.469, -0.226, -2.798], [-0.059, -1.159, -3.831], [-0.821, 1.130, -2.771], [-1.198, 1.838, -1.466], [-1.909, 3.030, -1.421], [-1.817, 3.402, -0.082], [-1.113, 2.334, 0.647], [-0.744, 1.431, -0.225], [-0.747, 1.930, -4.002], [-0.102, 3.127, -3.944], [0.157, 3.842, -5.089], [-0.211, 3.256, -6.295], [-0.035, 4.231, -7.729], [-0.696, 1.982, -6.399], [-0.989, 1.324, -5.207], [-0.999, -4.213, 0.200], [-0.363, -4.137, 1.423], [-0.077, -0.019, 2.089], [-3.887, 5.375, 4.159], [-3.542, 3.467, 2.633], [0.729, 3.665, 3.410], [0.293, 5.565, 4.970], [-0.387, 1.643, 4.965], [0.355, -0.797, 5.297], [-1.569, -2.812, 4.233], [-1.808, -4.683, 6.038], [2.453, -5.080, 5.847], [2.588, -3.839, 3.775], [-3.372, -3.673, -1.320], [-4.742, -5.191, -2.786], [-1.705, -5.101, -5.691], [-0.173, -3.697, -4.097], [2.033, -2.443, -1.826], [2.180, -1.118, -4.442], [-2.406, 3.594, -2.157], [-2.232, 4.299, 0.414], [0.150, 3.531, -2.940], [0.613, 4.849, -5.053], [-0.810, 1.566, -7.424], [-1.360, 0.285, -5.199], [-1.690, -5.050, -0.071], [-0.475, -4.864, 2.207], [2.204, 5.983, -0.769], [2.720, 4.563, -0.539], [4.018, 4.173, -0.945], [4.450, 2.863, -0.819], [3.570, 1.948, -0.258], [4.067, 0.089, -0.366], [2.380, 2.278, 0.228], [2.012, 3.567, 0.128], [3.076, 6.661, -0.817], [1.524, 6.313, -0.006], [1.614, 6.048, -1.721], [4.685, 4.899, -1.421], [5.445, 2.596, -1.091], [1.033, 3.829, 0.525], [2.647, -5.224, -1.511], [2.983, -4.971, 0.229], [3.739, -3.436, 0.633], [3.614, -5.829, 0.503], [2.015, -4.941, 0.774]], "forces_ev_per_angstrom": [[0.526, 0.140, 0.271], [0.028, -0.673, -0.731], [-1.539, 0.107, 0.761], [0.571, 0.376, -0.071], [-0.043, 0.533, -0.018], [1.103, -0.075, -0.268], [0.372, -1.503, 0.209], [1.041, 2.027, 1.051], [1.065, -2.120, 1.403], [-0.373, 0.184, -1.090], [-0.207, 0.233, 0.726], [0.726, 0.314, -3.376], [-1.346, 2.437, 0.217], [-0.397, -0.953, 0.334], [-0.078, 1.656, -0.875], [-0.293, 0.029, 0.119], [1.258, -1.102, 0.425], [-0.846, 0.700, -0.458], [0.116, 0.049, 0.175], [-1.185, 0.619, -0.823], [0.121, -0.152, 0.168], [0.033, 0.898, -1.115], [-0.390, -1.312, -0.087], [0.742, -0.227, 1.142], [-0.513, -0.397, -0.395], [-1.693, 0.234, 1.737], [1.323, 0.186, -0.465], [-0.176, -1.043, 0.891], [0.611, 1.712, 0.361], [0.133, -0.417, -0.382], [-1.507, -1.881, -1.484], [0.921, 0.201, -0.465], [-1.170, 0.723, 0.571], [0.224, -0.259, 0.681], [-1.865, 0.810, -0.737], [0.266, 2.025, -0.855], [1.376, 0.241, 0.735], [0.042, -2.681, 2.764], [0.926, -1.500, -2.114], [0.921, -0.105, 2.388], [-0.021, -0.253, 1.760], [-2.677, 3.948, 0.293], [-0.016, -1.525, -3.194], [0.354, -1.586, 0.621], [0.476, 1.911, 1.242], [0.110, 0.639, -0.065], [0.633, 1.424, -0.405], [0.106, -0.199, -0.018], [-0.396, -0.691, -0.579], [-0.471, -1.263, -1.320], [-0.250, -0.581, 1.496], [-1.582, -0.893, -1.900], [0.880, -0.255, 0.968], [0.148, -0.081, 0.069], [0.091, -0.228, 0.064], [-0.878, 0.378, -0.318], [-0.336, -0.537, -0.543], [-0.386, 0.363, -0.081], [0.221, -0.649, 1.547], [0.320, -0.485, 0.168], [0.122, 0.442, -0.160], [1.385, -1.292, 0.911], [-0.598, 0.117, 0.555], [-0.269, 0.226, 0.168], [0.364, 0.703, -0.264], [0.602, 0.315, 0.147], [-0.329, -0.180, -0.450], [0.488, 0.044, 0.271], [0.482, 0.052, -0.517], [-0.274, 0.226, -0.971], [0.269, -0.704, -0.499], [-0.055, -0.188, -0.915], [-0.367, -0.813, -0.137], [-0.202, 0.126, 1.109], [0.107, 0.798, -0.234], [1.006, 0.979, -0.124], [0.262, -0.113, 0.071], [0.375, -0.628, -0.905], [1.011, -0.247, 0.118], [-0.544, 0.466, -0.305], [-0.516, 0.307, 0.539], [-0.035, 0.674, -0.348], [-0.337, 0.249, 0.341], [0.596, -0.574, -0.325], [-0.801, 0.508, -0.352], [-0.601, -0.180, -0.068], [-0.165, 0.059, 0.567], [0.723, -0.112, 0.640], [-0.225, -0.196, 0.226], [0.424, -0.294, -0.314], [0.043, -0.299, 0.073], [0.012, 0.387, 0.368], [-0.946, -0.838, 0.162], [0.348, 0.230, -0.174], [-0.206, 0.682, 0.204], [0.695, -0.396, -0.533]]}


Record 2
{"formula": "C51H32Cl2N4O2Ta", "method": "ωB97M-V/def2-TZVPD", "de_lowest_kcal_mol": 25.9, "homo_lumo_gap_ev": 5.6594, "charge": 1, "elements": ["Ta", "C", "C", "C", "C", "C", "C", "C", "C", "C", "C", "C", "N", "C", "C", "C", "C", "C", "C", "C", "C", "C", "C", "C", "C", "C", "N", "C", "C", "C", "C", "C", "C", "C", "C", "C", "C", "C", "C", "N", "C", "C", "N", "C", "C", "C", "C", "C", "C", "H", "H", "H", "H", "H", "H", "H", "H", "H", "H", "H", "H", "H", "H", "H", "H", "H", "H", "H", "H", "H", "H", "H", "H", "H", "H", "H", "H", "Cl", "C", "C", "C", "C", "O", "C", "C", "O", "C", "H", "H", "H", "H", "Cl"], "xyz": [[-0.008, 0.464, -0.081], [-5.454, 1.863, 5.491], [-5.747, 0.847, 4.593], [-4.857, 0.540, 3.574], [-3.665, 1.247, 3.453], [-3.375, 2.268, 4.352], [-4.270, 2.575, 5.367], [-2.697, 0.891, 2.377], [-1.635, 0.062, 2.714], [-1.445, -0.490, 4.012], [-0.258, -1.151, 3.997], [0.265, -1.049, 2.675], [-0.603, -0.334, 1.887], [1.410, -1.713, 2.178], [1.331, -2.236, 0.876], [1.985, -3.436, 0.441], [1.699, -3.590, -0.874], [0.919, -2.455, -1.262], [0.710, -2.076, -2.581], [1.308, -2.919, -3.657], [0.616, -4.001, -4.189], [1.195, -4.781, -5.179], [2.467, -4.483, -5.646], [3.158, -3.399, -5.124], [2.582, -2.620, -4.132], [0.011, -0.940, -2.946], [-0.647, -0.098, -2.068], [-1.401, 0.751, -2.857], [-2.374, 1.623, -2.395], [-3.127, 2.423, -3.402], [-4.229, 1.883, -4.057], [-4.911, 2.631, -5.004], [-4.494, 3.920, -5.304], [-3.397, 4.462, -4.651], [-2.714, 3.718, -3.700], [-2.749, 1.720, -1.058], [-3.923, 2.399, -0.613], [-4.029, 2.179, 0.721], [-2.912, 1.376, 1.100], [-2.111, 1.118, 0.007], [-1.132, 0.494, -4.236], [-0.270, -0.551, -4.291], [0.603, -1.703, -0.156], [2.653, -1.872, 2.958], [2.743, -1.648, 4.341], [3.950, -1.741, 5.010], [5.121, -2.025, 4.323], [5.071, -2.178, 2.947], [3.864, -2.091, 2.277], [-6.148, 2.098, 6.287], [-6.670, 0.288, 4.685], [-5.081, -0.253, 2.871], [-2.449, 2.821, 4.254], [-4.042, 3.372, 6.062], [-2.139, -0.396, 4.830], [0.141, -1.754, 4.792], [2.530, -4.107, 1.084], [2.000, -4.387, -1.533], [-0.379, -4.230, -3.825], [0.651, -5.622, -5.588], [2.918, -5.093, -6.417], [4.148, -3.160, -5.489], [3.117, -1.769, -3.727], [-4.549, 0.875, -3.820], [-5.769, 2.206, -5.509], [-5.025, 4.501, -6.048], [-3.071, 5.468, -4.882], [-1.857, 4.135, -3.185], [-4.593, 2.944, -1.257], [-4.796, 2.512, 1.399], [-1.586, 1.031, -5.053], [0.127, -1.042, -5.165], [1.876, -1.375, 4.916], [3.976, -1.576, 6.079], [6.063, -2.095, 4.851], [5.981, -2.345, 2.386], [3.870, -2.143, 1.200], [7.112, 2.239, 1.893], [5.576, 1.733, 1.293], [5.516, 0.834, 0.223], [4.302, 0.406, -0.261], [3.107, 0.854, 0.317], [1.950, 0.399, -0.106], [3.175, 1.776, 1.381], [1.974, 2.244, 2.026], [0.824, 1.883, 1.791], [4.420, 2.208, 1.859], [6.438, 0.471, -0.211], [4.250, -0.289, -1.090], [2.126, 2.986, 2.824], [4.463, 2.921, 2.673], [0.293, 2.559, -1.016]], "forces_ev_per_angstrom": [[0.155, -1.065, 0.688], [-0.005, -0.006, -0.002], [-0.044, -0.022, 0.005], [0.038, 0.023, -0.023], [-0.086, -0.041, 0.023], [0.034, -0.002, -0.025], [-0.007, 0.029, 0.027], [0.104, -0.028, -0.048], [-0.094, 0.078, 0.087], [0.145, 0.053, -0.053], [-0.117, 0.063, 0.069], [0.222, 0.012, 0.004], [-0.010, 0.063, -0.749], [-0.320, -0.045, -0.292], [0.167, 0.033, 0.301], [-0.008, -0.029, -0.109], [0.078, 0.019, 0.106], [-0.014, 0.027, -0.015], [-0.016, -0.050, -0.013], [0.083, -0.001, -0.074], [-0.047, 0.029, 0.060], [-0.011, -0.024, -0.022], [0.006, -0.004, -0.001], [0.022, -0.003, -0.020], [-0.022, 0.019, 0.003], [-0.056, -0.185, 0.028], [0.210, 0.211, 0.832], [-0.181, 0.107, -0.013], [0.116, -0.077, -0.071], [-0.024, 0.033, -0.047], [0.028, -0.010, 0.031], [-0.028, -0.014, -0.018], [-0.013, -0.001, -0.007], [0.012, 0.045, -0.009], [0.000, -0.035, 0.047], [-0.032, 0.069, -0.024], [0.024, -0.020, 0.040], [0.068, 0.015, -0.054], [-0.031, 0.044, 0.213], [0.493, -0.290, -0.076], [0.059, -0.110, -0.003], [-0.045, 0.142, -0.025], [-0.466, 0.589, -0.228], [0.275, -0.054, 0.179], [-0.035, -0.040, -0.027], [0.025, 0.000, 0.020], [-0.007, 0.000, -0.025], [0.088, -0.005, 0.043], [-0.195, 0.055, -0.005], [0.002, 0.010, -0.007], [0.006, 0.009, 0.004], [-0.005, -0.001, 0.015], [0.000, -0.010, 0.004], [0.005, -0.007, -0.006], [-0.021, -0.024, -0.017], [-0.090, 0.017, -0.052], [0.026, 0.026, 0.003], [-0.009, 0.004, 0.005], [0.009, -0.007, 0.000], [0.003, 0.002, 0.006], [-0.006, 0.005, -0.001], [-0.005, -0.001, 0.002], [-0.002, -0.016, 0.006], [-0.002, 0.005, -0.011], [0.006, 0.004, 0.000], [0.001, 0.003, 0.009], [0.002, -0.010, 0.002], [-0.003, 0.007, -0.014], [0.002, 0.002, 0.012], [-0.011, 0.002, -0.023], [0.004, -0.024, -0.005], [-0.020, -0.021, 0.017], [0.136, -0.027, -0.004], [-0.008, -0.003, -0.003], [-0.001, 0.011, -0.005], [-0.016, -0.006, -0.007], [-0.001, -0.024, -0.038], [0.091, 0.033, 0.032], [-0.058, -0.078, -0.089], [0.051, 0.099, 0.160], [-0.306, -0.097, -0.131], [0.544, 0.509, 0.322], [-0.436, -0.305, -0.103], [0.006, -0.291, -0.348], [-0.056, 0.088, 0.210], [-0.389, -0.180, -0.457], [-0.098, 0.060, 0.020], [-0.008, 0.016, -0.031], [-0.016, -0.002, 0.027], [-0.050, -0.029, 0.022], [0.008, -0.032, 0.022], [0.174, 0.683, -0.273]]}


no.,energy (hartree)
1,-8336.92523
2,-3309.57789